Here is a single C6H5FOS2 molecule at a distorted geometry from the OMol25 dataset. Energies are from wB97M-V/def2-TZVPD.

```
15
Properties=species:S:1:pos:R:3:mulliken_charge:R:1
C 0.59 1.24 0.81 -0.626
C 0.18 0.19 1.54 -0.165
C 0.32 1.54 -0.61 -0.188
C -0.04 0.47 -1.50 -0.464
C 0.13 -1.15 1.03 0.388
C -0.16 -0.90 -1.19 0.178
O -0.68 -2.02 1.69 -0.493
F -0.90 -1.62 -2.07 -0.263
S -1.47 1.56 -1.09 -0.171
S 1.13 -1.78 -0.33 -0.163
H 0.79 2.21 1.31 0.274
H -0.31 0.16 2.55 0.278
H 0.95 2.39 -0.92 0.492
H 0.16 0.58 -2.49 0.562
H -0.69 -2.86 1.28 0.360
```

The lowest unoccupied orbital energy (spin up / spin down) comes out at -0.4632 / -0.2436 eV. The value obtained for the HOMO energy (spin up / spin down) is -7.8 / -7.3 eV. The value obtained for the HOMO-LUMO gap (spin up / spin down) is 7.3 / 7.1 eV. As for the charge: 0.

=====

Here is 2 unconnected molecules or ions with the total composition C6H5N at a distorted geometry from the OMol25 dataset. Energies are from wB97M-V/def2-TZVPD.

```
12
Properties=species:S:1:pos:R:3:mulliken_charge:R:1
C -2.18 0.33 1.34 -0.045
C 1.37 0.37 1.11 -0.811
C -1.78 0.30 0.18 -0.123
C 1.42 -0.19 -0.04 0.384
C -1.97 0.15 -1.20 0.135
C 1.58 -0.68 -1.22 -0.663
N -2.04 0.05 -2.34 -0.379
H -2.50 0.35 2.31 0.415
H 1.11 1.37 1.31 0.316
H 2.57 -0.76 -1.64 0.259
H 0.79 -1.19 -1.78 0.232
H 1.62 -0.11 1.98 0.280
```

The lowest unoccupied orbital energy comes out at 0.2840 eV. The calculation puts the relative energy (zero: lowest compared OMol25 entry of this formula, charge and spin) at 86.0 kcal/mol. The value obtained for the HOMO energy is -9.8 eV. The value obtained for the HOMO-LUMO gap is 10.1 eV. As for the charge: 0.

=====

Here is a single C6H5N molecule from the OMol25 dataset. Energies are from wB97M-V/def2-TZVPD.

```
12
Properties=species:S:1:pos:R:3:mulliken_charge:R:1
C 0.69 1.45 -0.17 -0.479
C 1.46 0.46 -0.62 -0.016
C 1.23 -0.84 -0.75 -0.246
N 0.32 -1.41 0.25 -0.439
C -0.92 -0.58 -0.04 -0.296
C -0.66 0.88 -0.04 0.278
C -1.62 0.54 0.77 -0.468
H 0.96 2.34 0.40 0.341
H 1.43 -1.44 -1.64 0.332
H 0.68 -1.23 1.19 0.319
H -1.48 -1.09 -0.83 0.299
H -2.25 0.89 1.59 0.375
```

The lowest unoccupied orbital energy comes out at -0.1726 eV. The calculation puts the relative energy (zero: lowest compared OMol25 entry of this formula, charge and spin) at 120.5 kcal/mol. The value obtained for the HOMO energy is -8.9 eV. The value obtained for the HOMO-LUMO gap is 8.7 eV. As for the charge: 0.

=====

Here is a single C6H5N molecule at a distorted geometry from the OMol25 dataset. Energies are from wB97M-V/def2-TZVPD.

```
12
Properties=species:S:1:pos:R:3:mulliken_charge:R:1
C 1.86 -0.67 0.00 0.104
C 1.07 0.02 -0.57 0.094
C 2.41 -1.60 0.83 0.083
C 0.01 0.88 -1.13 -0.358
C -1.79 -0.11 0.47 -0.623
C -1.01 0.89 0.04 -0.162
N 2.78 -2.19 1.76 -0.421
H 0.42 1.81 -1.22 0.273
H -0.39 0.36 -2.15 0.248
H -2.44 -0.13 1.40 0.216
H -2.08 -0.99 -0.08 0.272
H -0.84 1.74 0.67 0.274
```

The lowest unoccupied orbital energy comes out at 0.5949 eV. The calculation puts the relative energy (zero: lowest compared OMol25 entry of this formula, charge and spin) at 59.0 kcal/mol. The value obtained for the HOMO energy is -10.0 eV. The value obtained for the HOMO-LUMO gap is 10.6 eV. As for the charge: 0.

=====

Here is a gas-phase ion, C6H5N2O4 (charge -1) at a distorted geometry from the OMol25 dataset. Energies are from wB97M-V/def2-TZVPD.

```
17
Properties=species:S:1:pos:R:3:mulliken_charge:R:1
C -2.11 0.02 0.78 -0.341
C -2.01 0.56 -0.43 -0.329
C -0.95 -0.16 1.65 -0.066
C 2.46 -1.73 0.27 0.709
C -0.71 0.99 -1.03 -0.329
C 0.46 0.53 -0.25 0.023
N 0.26 0.02 1.36 -0.495
N 1.66 0.47 -0.73 0.785
O 1.50 -2.14 -0.31 -0.566
O 1.90 0.93 -1.87 -0.791
O 3.36 -2.05 0.96 -0.600
O 2.64 -0.07 -0.03 -0.509
H -3.07 -0.28 1.19 0.311
H -2.90 0.70 -1.05 0.346
H -1.16 -0.49 2.66 0.350
H -0.62 0.58 -2.05 0.271
H -0.70 2.09 -1.15 0.232
```

The lowest unoccupied orbital energy comes out at 3.3999 eV. The calculation puts the relative energy (zero: lowest compared OMol25 entry of this formula, charge and spin) at 0.0 kcal/mol. The value obtained for the HOMO energy is -4.3 eV. The value obtained for the HOMO-LUMO gap is 7.7 eV. As for the charge: -1.

=====

Here is a molecular structure, C6H5N2O6Os at a distorted geometry from the OMol25 dataset. Energies are from wB97M-V/def2-TZVPD.

```
20
Properties=species:S:1:pos:R:3:mulliken_charge:R:1
O 0.55 0.04 -3.73 -0.136
C 0.22 0.01 -2.61 0.365
Os 0.13 0.00 -0.76 1.868
O 3.22 0.01 -0.85 -0.213
C 2.06 0.01 -0.82 0.290
C -1.93 -0.01 -0.33 -0.138
O -2.53 0.01 0.75 -0.205
C -0.11 -1.91 -0.47 0.080
O -0.18 -3.00 -0.07 -0.163
C -0.14 1.92 -0.50 0.059
O -0.23 3.01 -0.14 -0.155
H -2.65 -0.05 -1.20 0.426
N 1.24 -0.02 3.83 -0.070
C 0.33 0.00 2.82 0.532
N -0.94 0.02 3.25 -0.022
O 0.68 -0.01 1.62 -0.618
H 0.90 -0.04 4.78 0.274
H 2.22 -0.07 3.60 0.333
H -1.72 0.04 2.60 0.235
H -1.08 0.05 4.24 0.258
```

The lowest unoccupied orbital energy (spin up / spin down) comes out at -12.7642 / -16.9631 eV. The value obtained for the HOMO energy (spin up / spin down) is -19.3 / -23.2 eV. As for the expectation value of S²: 6.050. The value obtained for the HOMO-LUMO gap (spin up / spin down) is 6.6 / 6.3 eV. As for the charge: +3. Its multiplicity is 5.

=====

Here is a single C6H5N3S molecule at a distorted geometry from the OMol25 dataset. Energies are from wB97M-V/def2-TZVPD.

```
15
Properties=species:S:1:pos:R:3:mulliken_charge:R:1
C -3.07 -0.79 -0.11 0.291
C 1.45 0.99 -0.22 -0.903
C 2.73 0.63 -0.10 -0.051
C 1.20 -1.26 0.11 -0.714
C 0.54 -0.07 -0.10 0.738
C -0.88 0.27 0.06 0.391
N -4.18 -0.72 0.05 -0.414
N -1.12 1.50 0.15 -0.608
N -1.74 -0.82 -0.04 -0.137
S 2.88 -1.07 0.09 -0.166
H 1.12 1.98 -0.37 0.402
H 3.71 1.22 -0.20 0.346
H 0.84 -2.11 0.52 0.417
H -2.08 1.95 -0.03 0.243
H -1.41 -1.69 0.20 0.167
```

The lowest unoccupied orbital energy (spin up / spin down) comes out at 0.4952 / -3.0468 eV. The calculation puts the relative energy (zero: lowest compared OMol25 entry of this formula, charge and spin) at 2.0 kcal/mol. The value obtained for the HOMO energy (spin up / spin down) is -5.7 / -9.5 eV. As for the expectation value of S²: 2.041. The value obtained for the HOMO-LUMO gap (spin up / spin down) is 6.2 / 6.4 eV. As for the charge: 0. Its multiplicity is 3.

=====

Here is a single C6H5NO2S molecule at a distorted geometry from the OMol25 dataset. Energies are from wB97M-V/def2-TZVPD.

```
15
Properties=species:S:1:pos:R:3:mulliken_charge:R:1
C 0.13 -0.41 0.83 -0.108
C 1.32 0.01 0.07 -0.044
C -1.09 -0.02 -0.10 -0.174
C -0.29 -1.82 0.60 -0.051
C -1.32 -1.51 -0.19 -0.443
C 0.78 0.94 -1.07 -0.228
N -0.47 0.76 -1.21 -0.522
O 1.71 -1.16 -0.69 -0.326
O 2.09 -2.90 1.23 -0.523
S 1.38 -2.62 0.01 0.495
H 0.21 -0.12 1.92 0.448
H 2.12 0.36 0.65 0.453
H -2.09 0.59 0.03 0.304
H -2.14 -1.99 -0.86 0.297
H 1.44 1.51 -1.70 0.421
```

The lowest unoccupied orbital energy comes out at -0.2909 eV. The calculation puts the relative energy (zero: lowest compared OMol25 entry of this formula, charge and spin) at 68.7 kcal/mol. The value obtained for the HOMO energy is -9.4 eV. The value obtained for the HOMO-LUMO gap is 9.1 eV. As for the charge: 0.

=====

Here is a single C6H5NO3 molecule at a distorted geometry from the OMol25 dataset. Energies are from wB97M-V/def2-TZVPD.

```
15
Properties=species:S:1:pos:R:3:mulliken_charge:R:1
C 0.54 -2.88 0.69 0.033
C 1.25 -0.45 1.18 -0.288
C 0.86 0.68 0.57 -1.053
C 0.43 -1.47 0.57 0.359
C -0.28 0.42 -0.29 1.351
C -0.58 1.24 -1.47 -1.263
N 0.71 -4.02 0.69 -0.442
O -0.39 -0.98 -0.35 -0.391
O -2.37 1.47 0.20 -0.336
O -1.47 0.73 0.81 -0.024
H 2.11 -0.64 1.88 0.393
H 1.05 1.64 0.77 0.534
H -0.37 2.23 -1.26 0.394
H -1.62 1.15 -1.71 0.404
H 0.12 0.88 -2.28 0.327
```

The lowest unoccupied orbital energy (spin up / spin down) comes out at 0.6942 / -1.4821 eV. The calculation puts the relative energy (zero: lowest compared OMol25 entry of this formula, charge and spin) at 0.0 kcal/mol. The value obtained for the HOMO energy (spin up / spin down) is -8.2 / -10.0 eV. As for the expectation value of S²: 2.038. The value obtained for the HOMO-LUMO gap (spin up / spin down) is 8.9 / 8.6 eV. As for the charge: 0. Its multiplicity is 3.

=====

Here is a gas-phase ion, C6H5O3PS (charge -2) at a distorted geometry from the OMol25 dataset. Energies are from wB97M-V/def2-TZVPD.

```
16
Properties=species:S:1:pos:R:3:mulliken_charge:R:1
C -1.98 -0.22 -0.47 -0.530
C -0.60 0.42 -0.51 -0.458
C -1.97 -1.71 -0.11 -0.511
C 0.48 -0.56 -0.18 0.642
C -1.59 0.83 0.61 -0.705
C 1.74 -0.37 -0.40 -0.497
O 2.96 -1.15 -0.06 -0.488
O 4.03 1.01 -1.07 -0.772
O 3.22 1.16 1.36 -0.742
P 3.15 0.53 0.01 0.809
S -0.20 -2.07 0.27 -0.032
H -2.57 0.16 -1.18 0.505
H -0.48 1.33 -1.15 0.311
H -2.65 -1.60 0.83 -0.112
H -2.11 1.86 0.52 0.248
H -1.41 0.37 1.53 0.332
```

The lowest unoccupied orbital energy comes out at 6.0577 eV. The calculation puts the relative energy (zero: lowest compared OMol25 entry of this formula, charge and spin) at 34.4 kcal/mol. The value obtained for the HOMO energy is 1.1 eV. The value obtained for the HOMO-LUMO gap is 4.9 eV. As for the charge: -2.

=====

Which formula does entry 1 have? C6H5FOS2